No. 1
Below is C22H17AuClN3 as an isolated structure, with properties calculated with ωB97M-V with the def2-TZVPD basis set.

Each line ends with the Löwdin spin population.
Cartesian coordinates (Å):
Au: 0.582 -0.296 0.158  0.562
C: -1.907 3.636 -0.976  0.003
C: -3.245 3.184 -0.806  -0.003
C: -3.411 2.031 -0.068  0.003
C: -2.264 1.283 0.297  0.006
N: -1.041 1.612 -0.088  0.086
C: -0.899 2.830 -0.594  0.005
C: -2.394 0.062 1.174  0.010
C: -3.463 -0.151 2.037  0.003
C: -3.440 -1.281 2.847  -0.001
C: -2.380 -2.196 2.811  0.002
C: -1.326 -1.910 1.945  0.006
N: -1.407 -0.835 1.128  0.110
C: -0.237 -2.859 1.656  0.012
C: -0.224 -4.147 2.134  0.007
C: 0.985 -4.896 1.890  -0.007
C: 2.094 -4.287 1.332  0.005
C: 2.033 -2.982 0.936  0.006
N: 0.859 -2.320 1.037  0.175
H: -1.709 4.607 -1.430  0.000
H: -4.069 3.799 -1.090  0.000
H: -4.373 1.672 0.133  0.001
H: 0.091 3.128 -0.872  0.000
H: -4.301 0.561 2.043  0.001
H: -4.315 -1.615 3.353  0.000
H: -2.470 -3.114 3.319  0.001
H: -1.088 -4.735 2.539  0.002
H: 0.977 -5.940 2.145  0.000
H: 2.983 -4.903 1.362  0.001
H: 2.950 -2.493 0.474  0.001
Cl: 2.353 4.394 -4.587  0.105
C: 2.504 3.067 -3.424  0.235
C: 2.460 1.683 -3.866  0.017
C: 2.407 0.649 -2.963  0.091
C: 2.519 0.848 -1.555  0.167
C: 2.614 -0.227 -0.657  0.192
C: 2.601 2.195 -1.107  0.158
C: 2.557 3.292 -2.029  0.008
H: 2.511 1.542 -4.941  -0.002
H: 2.364 -0.370 -3.279  0.002
H: 3.087 0.005 0.424  0.016
H: 2.859 -1.218 -1.135  0.010
H: 2.740 2.394 -0.042  0.003
H: 2.832 4.301 -1.667  -0.003

HOMO (spin up / spin down) in eV: -13.878 / -15.132
Energy above the lowest of the compared OMol25 structures with the same formula, charge and spin in kJ/mol: 132.5
<S²>: 2.028
2S+1: 3
Charge: +2
E in Ha: -1608.05388
Gap between HOMO and LUMO (spin up / spin down) in hartree: 0.268 / 0.206

---

No. 2
Below is C42H67N3O5PRbS4Se2 as an isolated structure, with properties calculated with ωB97M-V with the def2-TZVPD basis set.

Each line ends with the Mulliken charge.
Cartesian coordinates (Å):
Rb: 11.298 11.210 16.900  1.090
C: 7.085 13.518 15.912  -0.908
C: 7.466 14.379 17.080  -0.887
S: 9.193 14.212 17.628  0.045
C: 8.971 13.858 19.398  -0.683
C: 8.176 12.628 19.783  -0.913
S: 8.909 11.044 19.314  0.116
C: 7.682 10.210 18.212  0.209
C: 6.837 11.091 17.275  -1.261
S: 7.718 11.815 15.849  0.393
H: 5.998 13.515 15.796  0.461
H: 7.545 13.951 15.018  0.259
H: 7.247 15.433 16.895  0.521
H: 6.873 14.096 17.947  0.333
H: 10.004 13.846 19.786  0.284
H: 8.485 14.743 19.843  0.455
H: 8.058 12.562 20.862  0.518
H: 7.177 12.671 19.351  0.312
H: 8.298 9.537 17.617  -0.438
H: 7.019 9.587 18.833  0.531
H: 6.043 10.462 16.885  0.576
H: 6.382 11.923 17.839  0.413
C: 17.682 11.283 15.864  -1.727
C: 16.576 12.203 15.288  1.054
C: 17.216 13.444 14.640  -1.517
C: 15.699 11.525 14.284  0.045
C: 15.784 10.245 13.949  -0.772
C: 14.941 9.578 12.948  0.870
C: 15.252 8.097 12.741  0.684
C: 16.688 7.960 12.184  -1.384
C: 15.088 7.237 13.992  -1.756
C: 14.035 10.267 12.223  -0.193
C: 13.824 11.729 12.497  1.848
C: 14.645 12.326 13.628  -2.188
C: 13.723 12.656 11.276  1.137
C: 13.171 14.075 11.544  -1.501
C: 15.147 12.764 10.682  -1.497
C: 13.442 9.714 10.956  -0.170
C: 14.340 9.625 9.903  -0.613
C: 13.966 9.163 8.652  -1.127
C: 12.667 8.755 8.447  -1.351
C: 11.773 8.826 9.494  -0.329
C: 12.110 9.284 10.784  0.732
P: 10.913 9.229 12.176  0.403
C: 10.459 7.401 12.239  2.595
C: 11.639 6.726 12.903  -1.884
C: 10.121 6.537 11.025  -2.041
C: 9.247 7.351 13.189  -1.945
C: 9.412 10.277 11.543  2.321
C: 10.010 11.638 11.076  -1.778
C: 8.536 9.682 10.444  -1.737
C: 8.572 10.570 12.787  -1.881
H: 18.330 11.920 16.447  0.484
H: 18.258 10.844 15.018  0.271
H: 17.267 10.499 16.468  0.282
H: 15.917 12.541 16.109  0.231
H: 17.563 13.186 13.643  0.312
H: 18.070 13.729 15.232  0.481
H: 16.569 14.303 14.614  0.326
H: 16.431 9.581 14.524  0.427
H: 14.546 7.721 11.971  0.152
H: 17.397 8.550 12.777  0.212
H: 16.776 8.281 11.132  0.287
H: 16.996 6.903 12.186  0.450
H: 15.926 7.297 14.645  0.483
H: 14.955 6.216 13.652  0.473
H: 14.221 7.537 14.618  0.034
H: 14.891 13.376 13.532  0.231
H: 13.062 12.154 10.548  0.165
H: 13.756 14.609 12.305  0.217
H: 12.161 14.024 11.878  0.227
H: 13.192 14.641 10.633  0.506
H: 15.629 13.649 11.073  0.471
H: 15.146 12.802 9.597  0.355
H: 15.715 11.852 10.939  0.153
H: 15.368 9.941 10.030  0.481
H: 14.735 9.068 7.892  0.347
H: 12.361 8.333 7.518  0.442
H: 10.790 8.445 9.308  0.483
H: 12.538 6.925 12.299  0.277
H: 11.477 5.664 12.943  0.678
H: 11.855 7.154 13.892  0.158
H: 11.037 6.335 10.434  0.412
H: 9.397 6.966 10.311  0.199
H: 9.766 5.569 11.323  0.565
H: 9.392 7.999 14.091  0.283
H: 9.106 6.319 13.515  0.579
H: 8.338 7.708 12.678  0.223
H: 10.543 11.540 10.137  0.349
H: 10.719 11.995 11.826  0.158
H: 9.245 12.408 10.951  0.651
H: 9.094 9.576 9.500  0.258
H: 7.705 10.326 10.228  0.517
H: 8.183 8.671 10.721  0.253
H: 9.155 10.504 13.723  0.063
H: 7.769 9.838 12.890  0.174
H: 8.097 11.543 12.688  0.690
O: 14.493 10.718 17.280  -0.396
H: 13.900 9.734 17.171  0.182
H: 14.569 10.658 18.245  0.054
O: 13.396 8.714 16.728  -0.680
H: 10.183 7.499 17.238  0.281
H: 13.157 8.959 15.812  -0.063
O: 9.764 14.057 13.817  -0.517
H: 10.607 14.439 14.061  0.306
H: 9.896 13.129 13.883  0.192
O: 9.651 9.162 16.114  -0.741
O: 9.285 7.794 16.792  -0.597
Se: 14.350 15.741 19.130  -0.432
C: 13.386 14.323 18.617  -0.212
N: 12.779 13.388 18.276  -0.388
S: 12.871 12.102 14.072  -0.179
Se: 12.516 11.175 21.003  0.283
N: 12.458 10.105 19.649  -0.166
C: 12.321 8.893 20.076  0.331
C: 12.320 7.681 19.242  -0.511
C: 12.036 6.490 19.809  -0.753
C: 11.807 6.373 21.230  -0.415
C: 11.907 7.438 22.047  -0.693
C: 12.138 8.761 21.512  0.696
N: 12.264 9.860 22.200  -0.899
H: 12.531 7.801 18.161  0.996
H: 11.956 5.592 19.186  0.365
H: 11.597 5.388 21.627  0.349
H: 11.781 7.331 23.106  0.413

HOMO in eV: -2.231
Charge: -2
E in Ha: -8942.01413
Gap between HOMO and LUMO in hartree: 0.208

---

No. 3
Below is C36H60IrOP2 as an isolated structure, with properties calculated with ωB97M-V with the def2-TZVPD basis set.

Each line ends with the Löwdin spin population.
Cartesian coordinates (Å):
Ir: 0.398 -2.439 -3.745  0.552
C: -0.292 -3.296 0.933  0.319
C: 0.852 -3.271 0.085  0.316
C: 1.265 -1.894 1.878  0.317
C: -0.039 -2.436 2.035  0.316
C: 1.810 -2.383 0.664  0.325
C: -1.503 -4.116 0.722  0.046
H: -1.683 -4.279 -0.348  0.006
H: -2.388 -3.635 1.158  0.004
H: -1.403 -5.107 1.194  0.020
C: -0.933 -2.153 3.175  0.045
H: -1.936 -2.555 3.003  0.000
H: -1.014 -1.069 3.345  0.012
H: -0.549 -2.598 4.105  0.018
C: 1.924 -1.001 2.849  0.046
H: 2.075 -1.507 3.815  0.017
H: 1.309 -0.106 3.040  0.014
H: 2.903 -0.678 2.482  -0.001
C: 3.141 -2.047 0.116  0.047
H: 3.944 -2.457 0.747  0.018
H: 3.287 -0.958 0.066  0.012
H: 3.266 -2.454 -0.894  0.000
C: 1.010 -4.009 -1.180  0.070
H: 0.468 -4.963 -1.138  0.008
H: 2.070 -4.188 -1.399  0.005
H: 0.576 -3.447 -2.082  0.049
C: -0.530 -1.656 -5.226  0.066
C: -0.425 -3.166 -5.297  0.092
C: 0.543 -3.791 -6.314  0.006
C: 1.996 -3.665 -5.836  0.004
C: 2.073 -3.052 -4.436  0.044
C: 2.022 -1.569 -4.199  0.086
C: 1.848 -0.690 -5.429  0.009
C: 0.457 -0.841 -6.073  0.007
H: 0.409 -3.378 -7.325  0.000
H: 2.630 -3.145 -6.567  0.000
H: 0.289 -4.865 -6.402  0.000
H: 0.542 -1.249 -7.091  0.000
H: -1.566 -1.265 -5.181  0.015
H: -1.355 -3.734 -5.216  0.028
H: 0.014 0.159 -6.184  0.000
H: 2.000 0.352 -5.111  0.000
H: 2.752 -1.235 -3.441  0.024
H: 2.639 -0.895 -6.167  0.001
H: 2.432 -4.681 -5.747  0.000
H: 2.793 -3.586 -3.806  0.010
P: -2.152 1.272 -1.558  0.001
P: 1.346 1.735 -0.719  0.003
C: -0.744 1.787 -2.627  0.000
C: 0.231 2.676 -1.862  0.000
H: -1.219 2.408 -3.406  0.000
H: -0.268 0.885 -3.086  0.000
H: 0.863 3.269 -2.528  0.000
H: -0.328 3.362 -1.224  0.000
C: 1.527 2.978 0.622  0.002
H: 2.580 3.017 0.923  0.000
H: 0.916 2.662 1.478  0.001
H: 1.201 3.969 0.287  0.000
C: 2.944 1.904 -1.587  0.001
H: 2.921 2.733 -2.304  0.000
H: 3.144 0.969 -2.123  0.000
H: 3.731 2.076 -0.845  0.000
C: -1.309 0.080 -0.376  0.004
H: -1.848 -0.879 -0.357  0.001
H: -1.316 0.547 0.617  0.001
H: -0.272 -0.199 -0.651  0.001
C: -3.016 0.045 -2.648  0.005
H: -2.317 -0.642 -3.173  0.008
H: -3.619 0.630 -3.365  0.000
H: -3.698 -0.530 -1.998  0.000
C: 1.250 1.856 6.047  0.008
C: 0.993 3.196 5.351  0.013
C: 2.037 3.426 4.254  0.008
C: -0.448 3.338 4.859  0.146
C: -1.263 4.331 5.367  -0.004
C: -2.592 4.483 4.961  0.216
C: -3.136 3.606 4.021  -0.008
C: -2.370 2.594 3.473  0.160
C: -2.961 1.625 2.453  0.014
C: -3.927 0.622 3.081  0.009
C: -3.606 2.357 1.278  0.006
C: -0.973 2.441 3.850  0.093
O: -0.244 1.571 3.276  0.333
H: 1.121 1.032 5.337  0.000
H: 0.551 1.719 6.878  0.000
H: 2.270 1.828 6.446  0.001
H: 1.122 3.992 6.099  0.000
H: 2.019 2.597 3.539  0.000
H: 1.843 4.361 3.719  0.000
H: 3.039 3.484 4.696  0.001
H: -0.844 5.013 6.115  -0.004
H: -3.205 5.278 5.383  0.011
H: -4.175 3.704 3.702  -0.004
H: -2.108 1.049 2.094  0.000
H: -4.814 1.128 3.491  0.000
H: -4.257 -0.108 2.330  0.001
H: -3.429 0.081 3.896  0.000
H: -2.915 3.102 0.859  0.000
H: -3.874 1.654 0.477  0.001
H: -4.518 2.881 1.603  0.000

HOMO (spin up / spin down) in eV: -8.756 / -10.265
<S²>: 6.049
2S+1: 5
Charge: +1
E in Ha: -2269.51069
Gap between HOMO and LUMO (spin up / spin down) in hartree: 0.237 / 0.178

---

No. 4
Below is one molecule with the formula C6H15NS, with properties calculated with ωB97M-V with the def2-TZVPD basis set.

Each line ends with the Mulliken charge.
Cartesian coordinates (Å):
C: 0.615 -1.674 0.196  -0.308
C: 0.212 -3.056 0.963  -0.806
S: 0.381 -3.122 2.793  -0.240
N: -0.603 -0.829 0.398  -0.182
C: -0.599 0.245 -0.599  -1.270
C: -0.442 1.907 -0.275  0.720
C: -1.249 2.488 -1.426  -1.230
C: 1.011 2.196 -0.154  -1.057
H: 1.558 -1.146 0.458  0.235
H: 0.707 -1.954 -0.837  0.350
H: 0.818 -3.894 0.591  0.406
H: -0.828 -3.326 0.762  0.333
H: 1.542 -3.779 2.988  0.117
H: -0.813 -0.558 1.423  0.264
H: -1.680 0.227 -0.917  0.295
H: 0.069 -0.098 -1.436  0.393
H: -0.976 1.918 0.718  0.279
H: -1.211 1.843 -2.269  0.374
H: -0.602 3.481 -1.764  0.331
H: -2.300 2.703 -1.132  0.290
H: 1.485 3.008 0.502  0.311
H: 1.473 1.132 0.208  0.091
H: 1.431 2.287 -1.191  0.305

HOMO in eV: -8.399
Energy above the lowest of the compared OMol25 structures with the same formula, charge and spin in kJ/mol: 237.0
Charge: 0
E in Ha: -690.45115
Gap between HOMO and LUMO in hartree: 0.344

---

Q: Which of these has the lowest E?
A: C42H67N3O5PRbS4Se2

---

Q: Which value of E does entry 1 give?
A: -1608.05388 Ha

---

Copy entry 1 word for word.
Below is C22H17AuClN3 as an isolated structure, with properties calculated with ωB97M-V with the def2-TZVPD basis set.

Each line ends with the Löwdin spin population.
Cartesian coordinates (Å):
Au: 0.582 -0.296 0.158  0.562
C: -1.907 3.636 -0.976  0.003
C: -3.245 3.184 -0.806  -0.003
C: -3.411 2.031 -0.068  0.003
C: -2.264 1.283 0.297  0.006
N: -1.041 1.612 -0.088  0.086
C: -0.899 2.830 -0.594  0.005
C: -2.394 0.062 1.174  0.010
C: -3.463 -0.151 2.037  0.003
C: -3.440 -1.281 2.847  -0.001
C: -2.380 -2.196 2.811  0.002
C: -1.326 -1.910 1.945  0.006
N: -1.407 -0.835 1.128  0.110
C: -0.237 -2.859 1.656  0.012
C: -0.224 -4.147 2.134  0.007
C: 0.985 -4.896 1.890  -0.007
C: 2.094 -4.287 1.332  0.005
C: 2.033 -2.982 0.936  0.006
N: 0.859 -2.320 1.037  0.175
H: -1.709 4.607 -1.430  0.000
H: -4.069 3.799 -1.090  0.000
H: -4.373 1.672 0.133  0.001
H: 0.091 3.128 -0.872  0.000
H: -4.301 0.561 2.043  0.001
H: -4.315 -1.615 3.353  0.000
H: -2.470 -3.114 3.319  0.001
H: -1.088 -4.735 2.539  0.002
H: 0.977 -5.940 2.145  0.000
H: 2.983 -4.903 1.362  0.001
H: 2.950 -2.493 0.474  0.001
Cl: 2.353 4.394 -4.587  0.105
C: 2.504 3.067 -3.424  0.235
C: 2.460 1.683 -3.866  0.017
C: 2.407 0.649 -2.963  0.091
C: 2.519 0.848 -1.555  0.167
C: 2.614 -0.227 -0.657  0.192
C: 2.601 2.195 -1.107  0.158
C: 2.557 3.292 -2.029  0.008
H: 2.511 1.542 -4.941  -0.002
H: 2.364 -0.370 -3.279  0.002
H: 3.087 0.005 0.424  0.016
H: 2.859 -1.218 -1.135  0.010
H: 2.740 2.394 -0.042  0.003
H: 2.832 4.301 -1.667  -0.003

HOMO (spin up / spin down) in eV: -13.878 / -15.132
Energy above the lowest of the compared OMol25 structures with the same formula, charge and spin in kJ/mol: 132.5
<S²>: 2.028
2S+1: 3
Charge: +2
E in Ha: -1608.05388
Gap between HOMO and LUMO (spin up / spin down) in hartree: 0.268 / 0.206